Entry 1:
{"formula": "C41H37F2N2O18S2", "method": "ωB97M-V/def2-TZVPD", "elements": ["C", "H", "O", "C", "O", "H", "C", "H", "H", "H", "F", "C", "C", "C", "O", "O", "H", "O", "O", "H", "C", "O", "C", "C", "C", "H", "O", "C", "H", "C", "C", "C", "H", "C", "H", "C", "H", "H", "C", "H", "C", "H", "C", "H", "H", "C", "C", "C", "H", "C", "C", "C", "H", "H", "H", "H", "H", "C", "C", "C", "N", "C", "O", "C", "H", "H", "C", "O", "N", "C", "H", "O", "S", "H", "H", "C", "F", "C", "S", "C", "C", "O", "C", "C", "O", "H", "H", "H", "H", "H", "O", "O", "H", "O", "C", "O", "H", "C", "O", "H", "C", "H"], "xyz": [[-2.272320, 3.895303, 0.574981], [8.429812, -2.543402, -3.018632], [-1.814380, 7.157100, 3.067780], [-1.163497, 10.146748, 0.355091], [-1.980919, -4.561323, -4.564673], [-1.290324, -0.591677, 2.718452], [-2.570951, -2.687459, 5.688418], [0.885966, -0.853213, 3.088301], [1.641482, -1.252594, -1.808361], [-2.452466, 6.951017, 0.564642], [-1.856361, 5.013881, -0.240019], [5.223330, -1.745666, -2.018218], [-1.104891, 1.111850, 1.284913], [2.350100, -2.389666, -6.293163], [2.030672, -2.235022, -3.964719], [-6.869822, -2.503984, -4.608126], [2.437655, 0.097053, 3.557212], [-4.224125, -1.764150, 2.155124], [-3.744163, -4.062859, 8.742287], [-0.142014, -0.801764, -2.256705], [1.977432, -2.947556, -7.445421], [7.520894, -4.972237, -3.013008], [-2.475854, -1.259937, 6.057418], [0.256818, 0.475175, 0.705594], [5.418566, -4.169702, -2.329945], [2.451801, -2.700226, -8.386981], [-2.095599, -0.422118, 5.254178], [-1.785229, 8.866533, -0.046083], [-3.687583, -4.943082, -2.646438], [-1.542906, 3.537432, 1.986898], [0.596203, -3.738843, -5.072272], [-4.048426, -4.329055, -3.462427], [2.735121, -0.269755, -0.218613], [-5.749255, -2.976209, -4.598730], [-2.399687, 3.154312, 2.668108], [-1.998325, 7.892980, 0.840016], [7.030518, -0.576867, -2.410035], [3.442869, -1.304110, 2.080929], [-4.805187, -2.735203, -5.710672], [-1.110340, 4.481545, 2.468888], [1.372745, 0.197373, 3.146625], [-0.573051, -5.026978, -6.281651], [-3.105053, -4.087941, -4.573981], [-1.802460, 1.123242, 0.377011], [0.724253, 0.799262, 3.883461], [-3.365783, -3.229035, 7.943194], [1.687950, -2.744368, -5.020628], [-1.620745, 8.050828, 2.258890], [-5.165787, -2.121254, -6.526768], [-2.857237, -0.884616, 7.434340], [-3.575518, -3.251765, -5.698298], [0.531631, -1.486662, -1.616846], [0.349300, -2.595468, -1.868470], [4.645714, 0.059294, 2.410438], [-3.553047, -1.543265, 9.324868], [-2.782375, 0.165730, 7.687759], [-0.330840, 11.247436, 2.053411], [6.640275, -1.587238, -2.405632], [1.396345, 0.971788, 1.722289], [4.669182, -3.115543, -2.004071], [-0.577104, 2.408243, 1.823381], [0.720104, 2.421221, 2.106157], [0.544464, -4.449826, -8.550312], [3.373749, 0.332364, 0.513024], [3.147402, -1.658645, -6.236399], [0.122962, -3.985311, -4.131274], [6.836360, -4.011901, -2.717678], [2.620700, 4.397033, 1.671104], [-3.855638, -0.840400, 2.835153], [0.223125, -4.297217, -6.225262], [-2.054994, 8.766829, -1.090123], [-3.261930, 3.248988, 0.135004], [1.798010, 3.772315, 2.779769], [4.190227, 0.848079, -0.130333], [3.629352, -3.212864, -1.717041], [4.204161, -0.599469, 1.562620], [2.926989, 2.983371, 3.776227], [-5.278239, -3.812674, -3.474380], [0.143151, -1.313761, 0.219584], [-1.895186, 0.371473, 2.480565], [0.885406, -3.942851, -7.498636], [2.672412, 1.408150, 1.205272], [7.390246, -2.641061, -2.731652], [-0.785713, 10.304615, 1.775873], [1.087705, 4.758571, 3.652934], [5.000451, -1.230942, 1.029636], [-5.982500, -3.979689, -2.668972], [-0.729582, 9.428074, 3.705152], [-2.288218, -2.944276, 4.674868], [0.469187, 0.981854, -0.320019], [-3.194298, -0.012704, 1.949339], [-0.971074, 11.035147, -0.452316], [-1.933614, 0.978434, 3.450922], [1.158581, -2.209183, 0.920258], [-2.983980, -3.603849, 6.565025], [-1.247322, -1.910816, 0.387795], [-2.871028, -3.084834, -6.503842], [-3.270391, -1.800365, 8.311682], [4.535975, -0.781899, -1.721721], [-3.058714, -4.653999, 6.311087], [-0.999281, 9.329563, 2.661033], [5.027971, -5.179854, -2.325437]], "atomic_forces_ev_per_a": [[-4.177, -1.743, -2.980], [-0.013, -0.042, 0.000], [0.110, -0.050, -0.250], [0.122, 0.498, -0.379], [-0.756, 0.040, 0.226], [-1.190, 1.600, -0.300], [-0.034, -0.193, 0.021], [1.005, 1.749, -0.182], [-1.743, -0.281, 0.393], [-0.031, 0.154, 0.030], [-0.165, -2.752, 2.645], [-0.123, 0.112, -0.049], [0.048, -1.926, -0.566], [0.080, 0.032, -0.230], [-0.006, -0.069, -0.178], [0.407, -0.146, 0.007], [-1.683, 0.301, -0.633], [-0.095, 1.735, 2.555], [0.152, 0.319, -0.313], [1.002, -1.124, 1.155], [0.257, 0.262, 0.105], [-0.252, 0.353, 0.106], [0.005, 0.072, -0.004], [0.520, 1.313, -0.473], [-0.346, 0.119, 0.118], [-0.025, -0.024, -0.004], [0.080, -0.138, 0.179], [-0.135, -0.370, 0.025], [0.023, -0.001, -0.035], [-1.449, 1.289, 0.150], [0.127, -0.025, -0.146], [-0.239, 0.047, 0.157], [0.661, 0.940, 1.351], [-0.571, 0.205, 0.005], [1.364, 0.625, -1.297], [-0.031, 0.161, -0.233], [-0.034, -0.004, 0.002], [1.422, 0.887, -0.950], [0.335, -0.013, -0.195], [-0.245, -1.442, -0.750], [-0.070, -0.457, 0.183], [0.089, 0.061, -0.009], [0.189, -0.177, 0.060], [0.690, 0.964, 1.530], [1.057, -0.863, -0.891], [-0.213, -0.439, 0.441], [0.007, -0.062, 0.047], [-0.044, -0.126, 0.204], [-0.033, -0.015, 0.032], [-0.080, -0.024, 0.201], [-0.161, 0.156, -0.147], [0.410, 0.660, -0.393], [0.126, 1.816, 0.783], [-0.477, -1.008, -1.716], [-0.004, -0.043, -0.010], [0.005, -0.014, -0.027], [-0.016, -0.008, -0.046], [0.232, -0.059, -0.070], [-0.363, 1.636, 1.211], [-0.017, -0.253, -0.011], [1.758, 1.920, -0.007], [-1.409, -2.714, -1.171], [0.106, 0.203, 0.351], [3.032, -0.464, -0.361], [-0.012, -0.007, 0.025], [0.035, -0.018, -0.081], [0.344, -0.501, -0.159], [-3.300, -3.294, 3.439], [-0.941, -3.381, -2.361], [0.102, -0.017, 0.194], [0.005, 0.048, 0.007], [5.316, 3.111, 2.596], [3.585, 6.147, 0.340], [-1.760, -0.617, 1.098], [0.001, 0.027, -0.016], [-1.492, 0.008, 0.402], [-2.935, 0.850, -2.185], [0.247, -0.203, 0.196], [-0.798, -6.623, 0.587], [1.306, -0.902, 0.073], [-0.126, -0.272, -0.414], [-2.149, -2.058, 0.007], [0.002, 0.380, 0.046], [0.024, -0.131, 0.349], [1.272, -4.068, -2.361], [-1.231, 1.130, 0.826], [-0.020, 0.019, -0.037], [-0.019, -0.033, -0.008], [-0.006, 0.002, -0.003], [-0.363, -0.674, 1.692], [2.301, 2.098, 0.035], [-0.073, -0.349, 0.281], [-0.140, -0.698, -1.470], [-1.835, 3.475, -1.435], [0.128, 0.043, -0.381], [2.981, 3.031, -0.335], [0.003, -0.024, 0.001], [0.072, 0.381, -0.047], [0.168, -0.307, -0.202], [-0.015, 0.015, 0.041], [0.085, 0.248, 0.000], [0.048, 0.004, -0.008]], "total_charge": 1, "energy_ha": -4043.689040, "multiplicity": 1}

Entry 2:
{"formula": "C41H38BaGeN4Si", "method": "ωB97M-V/def2-TZVPD", "elements": ["H", "C", "H", "H", "H", "H", "H", "C", "C", "H", "H", "N", "C", "C", "C", "C", "C", "C", "H", "H", "H", "C", "C", "C", "H", "H", "H", "H", "H", "C", "C", "C", "Ge", "C", "H", "C", "C", "H", "H", "H", "C", "C", "C", "H", "C", "C", "C", "H", "C", "H", "C", "H", "C", "C", "H", "H", "H", "H", "N", "N", "C", "C", "H", "H", "H", "Ba", "C", "H", "H", "H", "C", "C", "C", "H", "H", "H", "N", "Si", "C", "C", "C", "C", "C", "H", "C", "C"], "xyz": [[1.208827, -0.887485, 4.096549], [1.092529, -2.513768, 0.152619], [5.941123, -0.880031, -1.531045], [0.724442, -4.116587, 3.151341], [5.632020, -1.013516, 0.209131], [-5.188265, -0.104588, -4.559837], [-2.776369, -2.975997, 0.162956], [-1.272929, 0.579262, 2.318972], [-0.671050, -0.062252, 3.395199], [-0.499285, -0.748363, -6.017722], [-1.051274, 6.544510, -2.946139], [0.133208, 0.731634, -2.944717], [1.416443, 3.813272, -1.139303], [-1.228444, 6.525159, 0.288280], [5.376299, -1.415819, -0.769823], [1.226918, -3.615795, 2.331143], [3.199821, -4.095718, -4.306378], [2.777133, -3.362011, -5.407308], [0.550477, 7.252774, -3.200877], [-3.328266, 0.647638, -3.108397], [4.293559, -2.620384, 1.344463], [2.724616, -1.373344, -4.057733], [-3.128083, 0.173274, -4.060247], [-3.356242, -1.573643, 8.484366], [1.842741, 7.391609, 0.836721], [-2.363462, -1.493021, -7.468142], [-1.686175, 7.509375, 0.421409], [-1.446137, -3.790532, 2.059509], [2.399554, -0.345541, 2.036929], [-1.527119, -0.612139, -5.708759], [0.675804, -0.386365, 3.299634], [0.448901, -3.150642, 1.237432], [3.466718, -1.329608, -1.173995], [0.939682, 4.945798, -1.020781], [2.221555, -1.425712, -6.145299], [3.386176, -3.469387, -3.080262], [-1.060271, -2.228292, -0.928674], [-0.964883, 1.361501, 0.352381], [5.651746, -2.472797, -0.809182], [1.129800, 8.760822, -0.030349], [-0.962799, -3.304646, 1.219888], [1.517502, 7.744770, -0.144627], [-4.164089, -0.247336, -4.875775], [-0.734646, 8.216607, -2.456572], [1.354064, -0.082373, 2.135930], [2.540172, -2.000634, -5.284486], [-4.491418, -1.090826, 7.799704], [-0.925863, 6.155139, 1.270852], [-0.301586, 7.214330, -2.518224], [2.637433, -3.851844, -6.362096], [-1.486393, -0.374401, 4.582949], [-3.470903, -1.949655, 9.492612], [-4.399234, -0.599521, 6.516655], [-3.139271, -0.594782, 5.911495], [3.383305, -5.158361, -4.401617], [-5.451067, -1.107446, 8.298890], [-1.649362, -1.893594, -1.774303], [2.391341, 7.785208, -0.799009], [-0.972235, -0.929046, 5.723579], [-2.767829, -0.159048, 4.644244], [-1.701432, -2.851690, 0.167568], [-1.815174, -0.013515, -4.485605], [-0.012364, -1.157187, 5.907992], [-2.317428, 0.852959, 2.373092], [-1.987218, 5.849237, -0.113601], [2.121091, 1.346410, -1.098558], [3.151904, -2.097110, -2.944068], [-4.699102, -1.171927, -6.732938], [-1.238374, -1.946579, 8.433172], [-5.264114, -0.224323, 5.985370], [3.222784, -2.772502, 1.282383], [-0.729699, 0.410242, -3.630922], [2.578505, -3.444693, 2.351069], [2.531930, -0.307797, -3.991585], [3.164596, -3.814700, 3.182483], [3.701209, -4.062985, -2.228611], [0.781442, 0.529074, 1.092350], [0.230623, 6.617849, -0.848940], [-2.106470, -1.577160, 7.903035], [2.510844, -2.315198, 0.198021], [-0.518911, 0.851215, 1.199664], [-3.885530, -0.845979, -6.098302], [-2.572604, -1.027796, -6.514746], [0.770334, -1.625654, -1.801804], [-2.030357, -1.077441, 6.602659], [0.294554, -2.068583, -0.933329]], "atomic_forces_ev_per_a": [[-0.011, 0.012, -0.018], [0.066, -0.016, -0.105], [0.027, -0.041, 0.008], [-0.004, 0.010, -0.021], [-0.013, -0.019, -0.008], [0.005, -0.004, -0.005], [0.009, 0.006, -0.001], [-0.096, -0.006, -0.093], [-0.188, -0.081, 0.347], [-0.011, -0.001, 0.010], [0.027, 0.039, -0.023], [0.014, -0.056, -0.011], [-0.221, 0.836, 0.079], [-0.272, -0.017, 0.215], [0.111, 0.066, -0.041], [-0.123, -0.010, -0.084], [0.001, 0.046, 0.046], [0.008, 0.005, 0.020], [-0.053, 0.005, -0.013], [0.004, -0.007, -0.016], [0.006, -0.016, -0.026], [0.087, -0.095, 0.030], [-0.075, 0.027, 0.027], [-0.088, 0.032, -0.041], [0.023, 0.038, -0.030], [-0.006, 0.003, 0.003], [0.006, -0.045, 0.006], [0.020, 0.003, -0.001], [-0.003, 0.038, 0.018], [0.014, -0.050, -0.077], [0.086, -0.022, -0.031], [-0.081, -0.104, 0.083], [1.034, -1.799, -0.179], [0.357, -0.950, -0.081], [0.015, 0.005, 0.010], [-0.122, 0.075, -0.120], [-0.091, -0.081, 0.102], [0.030, 0.010, -0.017], [0.077, 0.039, 0.018], [0.030, -0.032, 0.003], [0.119, 0.009, 0.041], [0.242, 0.209, 0.130], [0.020, -0.003, -0.010], [0.013, -0.038, -0.022], [-0.156, 0.312, 0.038], [0.008, -0.011, 0.072], [0.108, -0.032, 0.028], [-0.051, 0.005, -0.017], [-0.096, 0.114, -0.309], [-0.001, 0.000, 0.009], [0.265, 0.081, -0.330], [-0.006, 0.008, -0.015], [-0.016, 0.007, -0.006], [-0.267, 0.156, -0.268], [0.002, 0.018, 0.005], [0.017, -0.003, 0.001], [0.005, 0.004, 0.013], [-0.005, 0.019, 0.050], [-0.059, -0.069, 0.135], [-0.114, -0.109, 0.286], [-0.001, 0.075, -0.130], [0.345, 0.142, 0.309], [-0.005, 0.024, 0.006], [0.025, -0.017, 0.000], [0.002, 0.020, 0.048], [-0.888, 1.499, -0.145], [-0.069, -0.056, -0.155], [0.010, 0.005, 0.007], [-0.004, 0.009, -0.020], [0.021, -0.010, 0.015], [-0.173, -0.084, 0.136], [-0.341, -0.115, -0.279], [0.139, 0.087, -0.120], [0.013, 0.028, 0.008], [0.015, 0.006, -0.015], [0.008, 0.023, 0.006], [-0.168, -0.046, 0.418], [-0.005, 0.024, -0.009], [-0.056, 0.038, -0.071], [-0.172, -0.064, 0.072], [0.218, 0.000, -0.019], [0.003, 0.002, 0.005], [-0.001, 0.008, 0.016], [0.009, 0.004, 0.009], [0.342, -0.092, 0.081], [0.109, -0.032, 0.017]], "relative_energy_kj_mol": 72.50, "total_charge": 1, "s_squared": 0.7541, "multiplicity": 2}

no.,F_max (eV/A)
1,7.12
2,2.08